No. 1
ORCA calculation (ωB97M-V/def2-TZVPD) on C43H61I3N4OPRbS as an isolated structure in a non-equilibrium geometry.

Results
* gap between HOMO and LUMO: 5.23 eV
* net charge: -2

Structure (XYZ):
```
115
C43H61I3N4OPRbS (ωB97M-V/def2-TZVPD)
Rb -12.30 -18.96 -7.66
I -5.51 -17.37 -5.00
C -6.53 -16.43 -6.56
I -5.76 -14.70 -7.34
H -7.60 -16.28 -6.29
H -6.47 -17.11 -7.37
C -12.83 -20.24 -1.39
C -13.35 -20.85 -2.66
C -14.64 -21.61 -2.46
C -12.32 -21.70 -3.46
C -12.05 -23.03 -3.22
C -11.03 -23.69 -3.87
C -10.34 -23.01 -4.83
C -10.59 -21.65 -5.12
C -9.67 -21.09 -6.19
C -8.19 -21.15 -5.81
C -9.89 -21.88 -7.53
C -11.59 -20.99 -4.43
N -11.91 -19.64 -4.77
C -11.18 -18.72 -4.30
C -11.35 -17.27 -4.51
C -10.20 -16.54 -4.76
C -10.22 -15.18 -5.03
C -11.46 -14.56 -5.01
C -12.64 -15.21 -4.79
C -12.65 -16.61 -4.43
N -13.74 -17.22 -4.04
C -14.94 -16.60 -3.75
C -15.16 -15.77 -2.62
C -16.45 -15.44 -2.27
C -17.56 -15.69 -3.07
C -17.32 -16.33 -4.29
C -16.06 -16.77 -4.67
C -15.96 -17.42 -6.01
C -15.01 -16.67 -6.97
C -15.62 -18.93 -5.97
C -14.05 -15.42 -1.66
C -13.76 -13.93 -1.62
C -14.29 -15.84 -0.19
H -13.57 -19.69 -0.88
H -11.99 -19.52 -1.61
H -12.41 -20.94 -0.69
H -13.54 -19.93 -3.28
H -14.50 -22.52 -1.91
H -14.98 -21.95 -3.47
H -15.37 -20.97 -1.95
H -12.62 -23.55 -2.42
H -10.78 -24.71 -3.65
H -9.60 -23.45 -5.38
H -9.98 -20.05 -6.42
H -7.83 -22.16 -5.65
H -7.99 -20.63 -4.81
H -7.52 -20.66 -6.51
H -9.47 -22.85 -7.44
H -9.23 -21.24 -8.25
H -10.92 -21.90 -7.83
H -10.20 -19.08 -3.95
H -9.23 -17.14 -4.79
H -9.32 -14.56 -5.17
H -11.41 -13.51 -5.28
H -13.59 -14.63 -4.80
H -16.70 -14.98 -1.36
H -18.53 -15.36 -2.71
H -18.08 -16.45 -5.07
H -16.97 -17.41 -6.48
H -14.68 -17.23 -7.87
H -15.58 -15.77 -7.30
H -14.21 -16.21 -6.43
H -14.60 -19.19 -5.73
H -15.81 -19.37 -6.94
H -16.23 -19.29 -5.20
H -13.20 -16.00 -1.97
H -14.69 -13.42 -1.23
H -13.56 -13.61 -2.62
H -12.83 -13.76 -1.01
H -15.16 -15.31 0.12
H -13.42 -15.51 0.37
H -14.37 -16.90 -0.01
O -7.39 -17.44 -9.10
C -8.35 -17.81 -8.41
N -9.24 -18.21 -7.73
I -14.91 -20.20 -11.53
C -13.82 -20.98 -9.82
H -14.66 -21.17 -9.14
H -13.54 -21.98 -10.15
C -10.09 -21.02 -11.99
C -10.47 -19.86 -11.04
P -10.49 -18.05 -11.52
C -8.81 -17.75 -12.25
C -8.41 -16.27 -12.40
C -11.55 -18.32 -13.03
C -11.87 -16.97 -13.73
H -10.41 -21.96 -11.54
H -9.01 -21.01 -12.23
H -10.59 -20.95 -12.93
H -9.96 -20.00 -10.08
H -11.49 -20.03 -10.85
H -8.75 -18.22 -13.23
H -8.13 -18.24 -11.57
H -9.20 -15.65 -12.89
H -7.51 -16.22 -13.09
H -8.18 -15.79 -11.46
H -12.51 -18.86 -12.79
H -11.00 -18.89 -13.78
H -12.43 -16.28 -13.07
H -12.51 -17.21 -14.57
H -10.97 -16.51 -14.18
S -9.77 -14.30 -9.27
C -11.10 -13.83 -10.23
C -12.20 -14.49 -9.85
N -12.00 -15.43 -8.84
C -10.80 -15.36 -8.42
H -11.02 -13.08 -10.98
H -13.18 -14.35 -10.32
H -10.42 -16.07 -7.68
```

Atom charges from the Löwdin analysis, given in e for atoms 1 to 5:
1 Rb 0.5301
2 I 0.6777
3 C -1.3225
4 I 0.7293
5 H -0.0362

=====

No. 2
ORCA calculation (ωB97M-V/def2-TZVPD) on a 6-piece molecular cluster, C12H39N3O6 overall in a non-equilibrium geometry.

Results
* gap between HOMO and LUMO: 9.72 eV
* net charge: 0
* SMILES: COC[C@H](C)N.COC[C@H](C)N.COC[C@H](C)N.O.O.O

Structure (XYZ):
```
60
C12H39N3O6 (ωB97M-V/def2-TZVPD)
C -2.74 3.54 -0.38
O -2.40 2.42 -1.24
C -3.28 2.27 -2.33
C -3.06 0.85 -2.87
C -1.71 0.65 -3.58
N -4.09 0.60 -3.86
H -2.24 3.38 0.57
H -3.80 3.69 -0.19
H -2.44 4.44 -0.91
H -4.28 2.48 -1.95
H -2.99 3.03 -3.06
H -3.04 0.12 -2.07
H -1.62 1.19 -4.52
H -1.53 -0.41 -3.75
H -0.96 1.12 -2.94
H -4.96 0.26 -3.49
H -3.72 -0.25 -4.26
C 6.16 -4.37 -1.06
O 4.74 -4.34 -1.36
C 4.31 -2.98 -1.38
C 2.77 -3.05 -1.59
C 2.02 -1.69 -1.79
N 2.21 -3.79 -0.51
H 6.60 -5.37 -1.07
H 6.45 -3.87 -0.13
H 6.68 -3.89 -1.89
H 4.52 -2.50 -0.43
H 4.89 -2.44 -2.13
H 2.55 -3.56 -2.53
H 2.00 -1.15 -0.84
H 1.03 -1.93 -2.16
H 2.58 -1.12 -2.54
H 2.91 -4.41 -0.14
H 2.15 -3.12 0.24
C 1.68 2.31 4.22
O 0.31 1.86 4.13
C -0.52 2.33 3.09
C -1.90 1.59 3.04
C -2.54 1.56 4.45
N -1.79 0.24 2.64
H 2.37 1.59 3.78
H 1.88 2.37 5.29
H 1.89 3.31 3.85
H -0.64 3.39 3.33
H -0.08 2.41 2.09
H -2.63 2.14 2.44
H -3.54 1.14 4.35
H -2.67 2.62 4.71
H -1.90 1.05 5.18
H -1.45 0.39 1.70
H -1.02 -0.05 3.22
O 2.25 -0.33 1.62
H 1.60 0.14 1.10
H 1.77 -1.07 1.99
O -2.54 -2.12 -1.22
H -3.36 -2.49 -0.87
H -1.85 -2.54 -0.70
O -0.05 0.81 -0.15
H -0.51 1.53 -0.60
H -0.45 0.02 -0.50
```

Atom charges from the Löwdin analysis, given in e for atoms 1 to 5:
1 C -0.0662
2 O -0.2339
3 C -0.1905
4 C -0.4407
5 C -0.0502

=====

No. 3
ORCA calculation (ωB97M-V/def2-TZVPD) on one molecule with the formula C3H7N3O2 in a non-equilibrium geometry.

Results
* gap between HOMO and LUMO (alpha / beta): 9.71 / 7.00 eV
* net charge: 0

Structure (XYZ):
```
15
C3H7N3O2 (ωB97M-V/def2-TZVPD)
C 1.07 -0.41 -0.22
C 0.23 -0.39 -1.50
C 0.00 -0.88 0.91
N -0.77 0.59 -1.74
N -1.22 -0.23 1.13
N -1.17 1.10 1.37
O -0.04 1.67 1.50
O -2.19 1.73 1.47
H 1.95 -1.21 -0.38
H 1.28 0.67 -0.12
H 0.98 -0.05 -2.29
H -0.11 -1.35 -1.79
H -0.13 -1.98 1.02
H 0.75 -0.76 1.90
H -0.63 1.49 -1.27
```

Atom charges from the Löwdin analysis, given in e for atoms 1 to 5:
1 C -0.1545
2 C -0.3791
3 C -0.2293
4 N 0.1183
5 N 0.1573

=====

No. 4
ORCA calculation (ωB97M-V/def2-TZVPD) on C3H5Br3O4S as an isolated structure in a non-equilibrium geometry.

Results
* gap between HOMO and LUMO: 10.21 eV
* net charge: 0

Structure (XYZ):
```
16
C3H5Br3O4S (ωB97M-V/def2-TZVPD)
C 4.15 10.78 4.61
Br 4.44 11.02 6.51
Br 3.70 12.29 3.58
Br 2.76 9.39 4.44
H 4.97 10.15 4.29
C 5.14 5.22 5.10
C 3.85 4.90 5.97
O 2.79 5.33 5.16
S 3.19 5.21 3.64
O 2.48 6.19 2.89
O 3.28 3.82 3.26
O 4.81 5.68 3.79
H 5.58 4.23 5.07
H 5.85 5.96 5.46
H 3.82 5.47 6.87
H 3.90 3.84 6.10
```

Atom charges from the Löwdin analysis, given in e for atoms 1 to 5:
1 C -1.6406
2 Br 0.5533
3 Br 0.6218
4 Br 0.5467
5 H -0.0362

=====

No. 5
ORCA calculation (ωB97M-V/def2-TZVPD) on a 2-piece molecular cluster, C5H4NO2 overall in a non-equilibrium geometry.

Results
* gap between HOMO and LUMO: 7.82 eV
* net charge: -1

Structure (XYZ):
```
12
C5H4NO2 (ωB97M-V/def2-TZVPD)
C -2.36 -1.00 -0.36
C 1.01 -0.01 -1.63
C 0.42 -0.30 1.14
C 0.15 1.02 0.58
C 0.18 -0.07 -0.28
N -3.34 -1.39 0.06
O 2.21 -0.04 -1.31
O 0.43 0.12 -2.70
H 1.45 -0.52 1.56
H -0.42 -0.94 1.47
H -0.76 1.47 0.83
H 1.06 1.65 0.63
```

Atom charges from the Löwdin analysis, given in e for atoms 1 to 5:
1 C -0.3070
2 C -0.6993
3 C -0.1272
4 C -0.1614
5 C -0.0454

=====

No. 6
ORCA calculation (ωB97M-V/def2-TZVPD) on a 2-piece molecular cluster, C6H12FN overall in a non-equilibrium geometry.

Results
* gap between HOMO and LUMO: 9.32 eV
* net charge: 0
* SMILES: C=C(C)F.C=C(C)N

Structure (XYZ):
```
20
C6H12FN (ωB97M-V/def2-TZVPD)
C 1.35 0.46 -1.06
C 2.17 0.16 -0.06
C 2.37 -1.31 0.19
F 2.87 1.05 0.63
H 1.15 1.47 -1.46
H 0.81 -0.37 -1.60
H 1.81 -1.80 -0.60
H 2.03 -1.53 1.23
H 3.54 -1.44 0.04
C -0.48 0.26 1.51
C -1.19 0.57 0.44
C -2.12 -0.37 -0.31
N -1.38 1.85 -0.07
H 0.11 1.14 2.06
H -0.48 -0.81 1.82
H -1.80 -0.44 -1.39
H -1.96 -1.36 -0.02
H -3.11 -0.15 -0.15
H -1.03 1.75 -1.03
H -0.92 2.56 0.40
```

Atom charges from the Löwdin analysis, given in e for atoms 1 to 5:
1 C 0.0088
2 C -0.4840
3 C -0.0430
4 F 0.0758
5 H 0.0747

=====

No. 7
ORCA calculation (ωB97M-V/def2-TZVPD) on a 10-piece molecular cluster, C60H50F10 overall in a non-equilibrium geometry.

Results
* gap between HOMO and LUMO: 9.38 eV
* net charge: 0
* SMILES: Fc1ccccc1.Fc1ccccc1.Fc1ccccc1.Fc1ccccc1.Fc1ccccc1.Fc1ccccc1.Fc1ccccc1.Fc1ccccc1.Fc1ccccc1.Fc1ccccc1

Structure (XYZ):
```
120
C60H50F10 (ωB97M-V/def2-TZVPD)
F -2.67 -1.38 7.36
C -2.55 -1.88 6.12
C -1.32 -2.48 5.83
C -1.07 -2.90 4.52
C -2.05 -2.69 3.57
C -3.28 -2.15 3.89
C -3.57 -1.78 5.18
H -0.64 -2.58 6.67
H -0.15 -3.40 4.29
H -1.94 -3.04 2.55
H -4.03 -2.08 3.11
H -4.54 -1.38 5.43
F -1.85 0.00 -4.06
C -0.71 0.72 -4.14
C -0.77 2.09 -4.31
C 0.42 2.80 -4.48
C 1.65 2.13 -4.43
C 1.68 0.77 -4.23
C 0.49 0.03 -4.15
H -1.71 2.62 -4.27
H 0.35 3.87 -4.64
H 2.53 2.70 -4.66
H 2.55 0.13 -4.28
H 0.47 -1.04 -4.28
F 3.83 -6.00 3.08
C 3.60 -4.70 3.37
C 2.67 -4.05 2.59
C 2.50 -2.68 2.74
C 3.20 -2.01 3.75
C 4.06 -2.71 4.61
C 4.28 -4.07 4.39
H 2.14 -4.62 1.83
H 1.86 -2.07 2.13
H 3.05 -0.95 3.88
H 4.50 -2.15 5.42
H 4.93 -4.68 5.00
F 4.96 1.17 -4.52
C 5.05 0.32 -3.49
C 5.33 0.81 -2.22
C 5.46 -0.07 -1.15
C 5.16 -1.42 -1.33
C 4.82 -1.90 -2.59
C 4.81 -1.03 -3.69
H 5.50 1.87 -2.13
H 5.75 0.30 -0.18
H 5.08 -2.09 -0.49
H 4.58 -2.93 -2.79
H 4.72 -1.30 -4.73
F -2.20 -1.11 0.54
C -0.94 -0.86 0.14
C -0.10 -1.95 -0.10
C 1.15 -1.72 -0.65
C 1.58 -0.43 -0.99
C 0.74 0.62 -0.70
C -0.52 0.41 -0.13
H -0.49 -2.95 0.04
H 1.84 -2.54 -0.77
H 2.56 -0.31 -1.43
H 0.95 1.65 -0.96
H -1.20 1.25 -0.05
F -5.18 -7.10 -1.72
C -4.22 -6.51 -0.99
C -3.98 -5.16 -1.15
C -3.05 -4.52 -0.33
C -2.31 -5.31 0.57
C -2.52 -6.68 0.68
C -3.44 -7.27 -0.16
H -4.53 -4.56 -1.87
H -2.73 -3.50 -0.50
H -1.53 -4.90 1.20
H -1.97 -7.25 1.42
H -3.60 -8.34 -0.08
F 4.34 5.84 -4.14
C 3.14 5.76 -3.56
C 2.13 6.64 -3.90
C 0.91 6.56 -3.22
C 0.69 5.62 -2.24
C 1.64 4.62 -2.02
C 2.88 4.77 -2.65
H 2.33 7.45 -4.59
H 0.18 7.31 -3.48
H -0.22 5.60 -1.65
H 1.48 3.86 -1.28
H 3.60 3.99 -2.40
F -3.97 -2.01 -2.38
C -4.95 -1.10 -2.49
C -5.91 -1.38 -3.48
C -6.91 -0.46 -3.75
C -6.92 0.74 -3.05
C -5.94 1.02 -2.12
C -4.97 0.08 -1.79
H -5.82 -2.33 -4.00
H -7.67 -0.68 -4.48
H -7.59 1.53 -3.37
H -5.84 2.01 -1.69
H -4.17 0.28 -1.09
F 3.75 2.66 -0.04
C 3.40 3.22 1.13
C 2.17 2.99 1.69
C 1.86 3.45 2.96
C 2.79 4.23 3.62
C 4.02 4.56 3.04
C 4.35 3.97 1.81
H 1.43 2.39 1.18
H 0.88 3.19 3.34
H 2.58 4.58 4.62
H 4.72 5.15 3.60
H 5.35 4.11 1.44
F -4.89 1.90 0.76
C -3.80 2.05 1.54
C -3.00 3.19 1.41
C -1.95 3.41 2.30
C -1.73 2.46 3.30
C -2.44 1.29 3.33
C -3.46 1.03 2.41
H -3.28 3.80 0.56
H -1.36 4.31 2.21
H -0.98 2.65 4.05
H -2.28 0.48 4.04
H -4.02 0.10 2.39
```

Atom charges from the Löwdin analysis, given in e for atoms 1 to 5:
1 F 0.0624
2 C -0.2866
3 C -0.0033
4 C -0.0635
5 C -0.0967

=====

No. 8
ORCA calculation (ωB97M-V/def2-TZVPD) on a 2-piece molecular cluster, C4H8NO3 overall in a non-equilibrium geometry.

Results
* gap between HOMO and LUMO: 4.44 eV
* net charge: -1

Structure (XYZ):
```
16
C4H8NO3 (ωB97M-V/def2-TZVPD)
C 0.54 0.68 -0.96
C 1.09 0.07 0.39
C 0.20 -0.52 1.47
O 1.46 -1.87 -1.66
N -0.90 0.27 -1.15
C -1.79 0.68 -0.18
O -2.58 -0.18 0.20
O -1.61 1.84 0.26
H 0.94 -0.06 -1.65
H 0.60 1.77 -1.04
H 1.49 -0.88 -0.10
H -0.28 0.22 2.10
H -0.70 -1.04 1.05
H 0.71 -1.20 2.14
H 1.82 0.87 0.71
H -1.00 -0.66 -1.57
```

Atom charges from the Löwdin analysis, given in e for atoms 1 to 5:
1 C -0.1909
2 C -0.1778
3 C -0.1072
4 O -0.2638
5 N 0.0607